# C3H2N2O

C3H2N2O in the gas phase in a non-equilibrium geometry (wB97M-V/def2-TZVPD, OMol25).

Geometry (Å):
1 C 1.042 -0.865 -0.145
2 C 0.650 0.578 0.001
3 C -1.748 0.351 -0.004
4 N 0.244 -1.779 0.123
5 N -0.647 0.887 0.087
6 O -2.900 0.162 -0.060
7 H 2.184 -0.775 -0.317
8 H 1.175 1.442 0.316

Results
net charge: 0
maximum force: 4.04 eV Å⁻¹
orbital gap (alpha / beta): 6.882 / 6.042 eV
multiplicity: 1
ΔE to the lowest compared entry with this formula, charge and spin: 307.4 kJ/mol
E_HOMO (alpha / beta): -8.63 / -8.09 eV
lowest unoccupied orbital energy (alpha / beta): -1.75 / -2.05 eV